1.
Formula: C18H60N10O12
Source: OMol25
Level of theory: ωB97M-V/def2-TZVPD

ORCA input file:
```
! wB97M-V def2-TZVPD RIJCOSX def2/J DEFGRID3
* xyz 0 1
H 2.754 -3.486 -4.341
H 0.705 1.315 -3.234
H -1.804 -2.285 -0.302
C 0.331 2.337 -3.484
C 1.223 3.350 -2.814
H 0.896 -0.853 -2.850
O -3.495 -0.230 -2.411
C -1.283 -1.873 -3.667
C -1.350 -4.111 -0.398
N -0.349 2.390 3.057
C 2.437 -2.480 -4.135
H 1.830 -2.938 1.087
H 2.803 -0.370 0.496
H -2.496 5.088 0.910
H -2.690 -1.286 4.272
H 1.486 -2.332 -4.594
H -0.664 4.768 3.533
H 3.676 -0.907 1.902
C 0.737 -3.854 2.672
H -4.866 0.895 -1.316
N 2.961 1.346 2.468
H 2.683 2.218 2.961
N -0.729 5.003 -0.804
H -1.488 -2.488 -2.815
C 4.630 0.125 -0.178
H 0.769 -4.780 3.237
O 0.741 4.638 -3.117
C 2.315 0.268 2.908
H -0.675 2.632 -3.293
H -1.413 -1.707 3.149
H -4.631 -0.639 3.353
N -1.469 4.039 3.700
H 2.936 -0.550 -1.278
H 3.140 -2.421 -2.092
H 6.399 0.347 -1.018
H -3.230 2.634 -0.785
H 0.527 1.151 -0.874
O -4.127 0.119 2.982
C 1.782 -3.887 1.619
H -3.560 0.217 -0.368
H 0.676 4.646 -4.058
H -0.742 -0.659 -1.516
H -0.556 -2.394 -4.212
H 2.771 -3.902 2.127
N 5.421 0.041 -1.194
H 1.586 -4.711 0.920
H 3.727 1.245 1.925
H -3.045 2.360 -2.538
H 3.070 -1.758 -4.627
C -1.287 2.789 3.830
H -0.845 -5.900 0.382
H 5.289 -0.526 -2.040
H 1.260 3.318 -1.702
H -2.573 0.531 1.758
H 1.359 -2.925 -2.475
O 1.286 0.330 3.844
H -0.038 4.800 -1.566
H -1.558 4.429 2.186
H -0.593 1.364 0.425
H -3.298 -1.081 1.523
H -2.092 -1.829 -4.349
H 2.277 -1.698 2.713
H -0.126 2.861 2.169
O 5.032 0.620 1.024
H -2.216 4.413 4.269
H 1.197 1.077 0.702
C -2.119 -0.870 3.413
N 2.734 -0.839 2.352
C -3.780 0.685 -1.378
N 3.373 -0.207 -0.372
H -0.304 1.404 3.044
O 1.804 -0.885 -2.545
O -1.111 -0.794 -0.632
C -0.614 4.501 0.419
O 0.941 -2.860 3.693
H -2.901 -3.295 0.601
H -0.309 -3.803 2.368
C 2.201 -2.253 -2.682
O -0.175 -3.855 -1.092
H -1.918 1.729 -1.291
O -0.876 -0.596 -3.341
O -2.005 1.944 4.727
C -0.001 -0.656 0.232
H -2.527 -5.409 0.829
N -2.251 -3.211 -0.166
H 2.290 3.358 -3.194
H -0.307 -0.898 1.239
C -2.948 1.922 -1.533
C -3.009 -0.339 2.313
C 0.326 0.833 0.160
H 0.339 -3.065 4.429
H -1.705 -0.192 -3.193
H 0.380 2.309 -4.580
H 0.750 -1.375 -0.183
O 0.444 3.647 0.839
N -1.688 -5.223 0.184
H -1.513 -0.038 3.669
H -3.891 -1.069 -2.173
H -1.412 5.818 -1.014
N -1.598 4.753 1.180
*
```

Results
Orbital gap = 8.30 eV
ΔE to the lowest compared entry with this formula, charge and spin = 151.52 kcal/mol

=====

2.
Formula: C5H8BClO2S
Source: OMol25
Level of theory: ωB97M-V/def2-TZVPD

ORCA input file:
```
! wB97M-V def2-TZVPD RIJCOSX def2/J DEFGRID3
* xyz 0 1
O -1.865 -2.228 0.929
H -0.084 1.800 -0.827
H 5.324 0.286 0.902
C 3.324 -0.231 0.054
H 2.000 1.314 0.308
C -0.431 -0.149 0.189
Cl 3.699 -1.845 -0.537
S 4.569 1.012 0.254
B -1.763 -1.134 0.123
H -1.784 1.014 -0.773
H -3.495 -1.664 -0.580
O -2.791 -1.026 -0.756
C 0.841 -0.635 0.216
H 0.998 -1.692 0.293
H -0.920 1.790 0.855
H -2.410 -2.915 0.514
C -0.822 1.294 -0.132
C 2.048 0.202 0.182
*
```

Results
Orbital gap = 8.44 eV
ΔE to the lowest compared entry with this formula, charge and spin = 25.75 kcal/mol

=====

3.
Formula: C24H23ClO6S2Tl
Source: OMol25
Level of theory: ωB97M-V/def2-TZVPD

ORCA input file:
```
! wB97M-V def2-TZVPD RIJCOSX def2/J DEFGRID3
* xyz -1 1
O -4.054 -1.375 -4.062
H 0.680 2.089 3.118
H -3.134 -1.355 -1.458
H -3.606 1.881 1.301
H 2.638 2.582 1.694
C 0.084 -0.117 0.619
Cl -1.909 -2.991 1.936
H -0.796 0.899 -1.880
H 2.431 -0.218 5.331
C -3.842 2.392 -0.769
C 0.811 1.561 2.181
C 2.439 -2.908 0.333
H -1.587 -0.527 -5.173
C 5.066 0.069 3.229
H 1.227 0.124 -3.816
O -2.529 -4.173 2.459
C -0.094 0.579 1.809
S 1.433 -0.748 -1.677
H -0.041 2.371 -2.441
C 3.056 -0.378 4.460
O -2.330 -2.766 0.567
H -4.044 2.581 -2.904
C -3.836 1.917 -2.073
C 1.912 1.844 1.380
C 4.276 0.279 4.352
H -0.604 -0.897 0.318
O -2.260 -1.842 2.739
Tl 0.462 -4.062 -0.469
C 4.638 -0.780 2.221
O -0.460 -3.151 1.947
C -3.359 0.169 0.037
H -4.042 3.438 -0.574
C -3.333 -0.308 -1.265
H -1.383 -0.855 -3.443
O 0.242 -1.652 -1.834
C 2.921 -2.272 1.260
H 1.974 1.283 -2.725
H -0.415 1.470 -4.849
C -1.049 1.247 -3.987
C -0.220 1.327 -2.704
C -3.602 1.516 0.281
H 1.664 -1.725 3.522
H -3.173 -0.512 0.856
C -3.564 0.577 -2.310
H 5.248 -0.941 1.341
C 3.407 -1.438 2.316
H 2.985 1.325 -0.406
H 4.610 0.946 5.137
H -0.930 0.318 2.444
H -1.808 2.035 -3.971
C -1.724 -0.116 -4.173
C 2.106 1.143 0.202
C 1.125 0.607 -2.842
C 1.177 0.181 -0.171
H 6.021 0.573 3.136
S -3.526 0.013 -4.009
C 2.625 -1.229 3.457
*
```

Results
Orbital gap = 7.66 eV

=====

4.
Formula: C4H12NO3
Source: OMol25
Level of theory: ωB97M-V/def2-TZVPD

ORCA input file:
```
! wB97M-V def2-TZVPD RIJCOSX def2/J DEFGRID3
* xyz 1 1
H 1.896 -1.434 -0.684
C -1.337 0.441 -1.083
O -0.578 1.157 1.042
H 2.088 -1.649 2.063
H -0.628 -0.447 -1.420
N 1.961 -2.224 1.238
O 1.603 0.098 0.713
H -1.021 1.726 -2.776
H 1.259 -2.903 1.445
H 2.786 -2.677 0.862
C 1.207 -1.156 0.132
C -1.185 1.903 -1.672
C -1.423 0.530 0.371
H -0.264 2.442 -1.310
H 0.427 0.932 0.821
H -2.446 0.269 1.922
O -2.472 0.123 1.014
H -2.389 0.045 -1.458
H -1.988 2.633 -1.563
H 2.503 0.189 0.343
*
```

Results
Orbital gap = 8.85 eV
ΔE to the lowest compared entry with this formula, charge and spin = 98.72 kcal/mol

=====

5.
Formula: C48H127FeN11O15
Source: OMol25
Level of theory: ωB97M-V/def2-TZVPD

ORCA input file:
```
! wB97M-V def2-TZVPD RIJCOSX def2/J DEFGRID3
* xyz 0 5
C -7.242 -2.106 4.928
C 1.336 -3.630 -2.405
C 4.370 4.384 -2.617
H -0.188 -1.942 4.209
O 3.512 3.666 -3.521
C 0.649 0.669 4.883
N 1.700 0.758 0.907
O -7.064 -0.867 4.340
O 3.921 -1.107 -3.070
H 5.354 -1.988 1.521
C -5.579 3.584 1.275
N 1.502 -1.523 -1.351
H 4.505 -0.521 -5.039
H 1.738 4.427 -3.224
H -3.365 0.237 4.650
H 0.409 5.102 -5.929
H 0.660 -4.415 -2.747
C 5.206 -0.858 -2.493
H -2.276 1.951 4.059
H -3.023 -0.716 2.240
H 7.724 -0.733 -1.993
O -2.379 4.625 2.509
H -1.878 5.014 0.559
H -0.478 3.691 -2.442
H 0.993 0.182 5.796
H 2.688 2.524 -0.559
H -0.484 2.910 0.914
H 3.968 0.785 5.020
H -2.722 4.015 6.743
H 2.856 -0.804 -4.686
H 0.542 5.449 -0.270
C -0.317 -1.772 2.065
C 3.988 -3.457 0.616
C 3.773 -0.423 -4.237
H 5.051 -4.965 -0.565
N -2.396 -7.316 -2.140
O -2.160 -0.092 -4.979
H 1.444 1.714 1.105
H 5.933 -3.579 -3.028
H 6.873 -3.289 -4.437
H 3.540 -1.830 1.943
C -7.711 4.644 0.937
H -6.522 0.183 2.669
H -5.341 0.789 0.213
H -1.842 5.953 3.995
H 0.264 3.487 -6.598
N 2.822 -4.104 1.113
H -6.305 -2.528 5.292
H 3.697 -2.890 -0.268
H 3.137 -4.498 1.988
C 1.835 3.544 -5.191
H -4.086 0.255 1.928
H 1.233 1.581 4.754
C -2.007 -6.574 -0.905
C -0.002 4.607 1.644
H -0.630 1.358 7.234
H -1.377 0.089 5.216
C -0.697 1.878 -1.352
H -2.927 4.705 4.498
N 0.082 3.208 1.696
C 4.216 1.313 4.099
H 2.027 -3.409 -3.219
C -3.029 0.502 -4.085
C -6.294 -0.778 3.131
O -1.077 -6.892 1.447
H -1.213 -5.837 -1.025
H -8.223 5.445 0.404
H -4.090 3.548 -0.259
H -2.422 -8.110 0.435
H 3.777 2.302 4.235
C -1.285 3.055 -2.079
Fe 0.174 -0.313 -0.206
C 4.401 -2.468 1.742
H -5.180 4.099 2.149
H 0.876 0.171 3.941
H -3.241 -7.843 -1.975
H 1.926 -2.294 -0.855
O 0.175 1.186 -1.902
H -1.481 1.656 -5.750
H -2.336 3.245 8.327
H -1.418 6.265 1.689
H -1.459 0.731 3.341
H -4.362 1.335 3.666
O 6.441 -3.853 0.289
H 2.932 1.032 -1.484
C -1.464 5.185 1.552
H -4.040 -6.423 -0.055
H -1.848 3.791 -1.506
C -4.511 2.795 0.408
H 1.024 1.910 -4.136
C 0.174 -1.393 -6.103
H -3.064 -0.462 -0.450
O -1.355 -1.443 -0.930
H 1.835 -3.956 -1.493
H 5.110 -2.776 -4.314
H -2.644 0.518 -3.065
H -3.304 1.534 -4.302
H 1.237 6.352 1.117
C 6.419 -1.501 -3.269
H 1.711 0.381 1.844
C -1.513 -7.550 0.214
H -6.242 2.840 1.717
H -4.602 -1.732 3.936
H -2.832 1.806 0.691
O -2.492 1.999 6.632
C 0.047 -5.969 1.289
H 0.231 4.953 2.651
O 0.564 -2.208 1.350
H 4.912 3.657 -2.012
H -1.393 -3.071 -2.227
O 3.685 0.743 2.940
H 2.600 1.891 -4.261
H -3.911 2.944 7.609
H 0.520 -5.700 2.233
H 3.608 0.639 -4.054
H -3.907 -0.141 -4.144
C 3.138 0.785 0.618
H 6.597 -0.789 -4.075
N 1.769 2.130 -4.782
N -3.585 2.131 1.281
C -1.083 0.711 -5.381
H 5.303 1.389 4.115
C 2.430 4.387 -4.065
H 2.084 -3.453 1.342
H 5.147 4.873 -3.204
C -0.856 1.042 5.115
H 1.928 4.838 0.756
C 0.552 -2.341 -2.104
C -0.813 -2.679 -1.391
H 3.799 2.537 1.838
C -1.087 1.853 6.377
O -6.338 4.530 0.544
C -2.051 4.890 3.876
H 5.203 -1.294 -1.494
H -1.205 4.245 4.113
C -2.864 3.141 7.379
H -1.712 -2.569 3.504
C 3.294 1.622 -0.642
H 7.701 -5.436 0.708
H -0.415 1.028 -4.579
C -0.635 -2.473 3.368
H -3.725 -5.226 -1.269
H 2.800 5.377 -4.335
C 3.996 1.467 1.775
H 1.390 1.082 -6.236
H -2.738 -6.661 -2.829
C -2.730 -1.430 -0.825
N -1.354 1.582 3.875
H -0.708 -1.980 -5.845
H -5.075 0.526 5.079
C 5.191 -4.551 0.434
H -3.301 -1.719 -1.707
O -0.851 -0.659 1.785
H -4.255 1.244 -1.065
H 0.813 -1.334 -5.222
N -4.032 -0.720 2.186
H -0.446 2.762 2.432
H 4.641 -2.985 2.671
H 0.734 1.315 -7.737
H -3.139 2.801 1.892
H -0.999 -0.068 -7.297
H -1.829 2.717 -2.960
C 0.976 5.368 0.727
C -5.061 1.620 -0.434
H -0.327 3.758 -4.924
H 4.314 1.943 -0.855
H -2.933 -2.153 -0.035
H 8.445 -4.036 -0.165
H -0.612 2.831 6.299
H 0.603 -1.929 -6.950
C 6.082 -2.853 -3.827
H 7.428 -5.126 -1.040
H 0.382 -1.961 -3.111
H 5.193 -5.442 1.061
H -8.192 3.678 0.782
H 2.583 3.529 -5.984
H 7.185 -2.223 -1.642
C -3.240 -5.840 -0.511
H -2.964 -5.084 0.224
C 0.412 4.043 -5.672
C -4.797 -0.779 3.444
H -7.978 -1.945 5.716
N 0.946 0.633 -7.024
H -5.902 1.975 -1.030
H 3.567 -0.204 0.455
C -4.365 0.420 4.258
H -0.241 -3.489 3.401
H -6.671 -1.551 2.460
H 3.718 4.991 -1.989
H -0.687 -3.455 -0.637
H -7.838 4.858 1.998
H -0.157 -5.100 0.663
O -1.088 1.502 -0.262
H 5.066 1.300 1.651
H -7.639 -2.965 4.386
H 5.296 0.218 -2.342
H -0.811 -8.272 -0.202
C 7.566 -4.673 -0.058
N 7.574 -1.654 -2.381
H 0.758 -6.442 0.611
H 2.289 -1.256 -1.924
C -0.264 -0.013 -6.494
*
```

Results
Orbital gap (spin up / spin down) = 8.78 / 8.25 eV

=====

Number 1: electronic energy -59106.5259 eV, M 608.74 g/mol, F_max 10.3 eV/A. Number 2: electronic energy -33444.4525 eV, M 178.45 g/mol, F_max 3.8 eV/A. Number 3: electronic energy -76425.0360 eV, M 711.41 g/mol, F_max 0.1 eV/A. Number 4: electronic energy -11965.3151 eV, M 122.14 g/mol, F_max 3.9 eV/A. Number 5: electronic energy -133321.5968 eV, M 1154.45 g/mol, F_max 3.9 eV/A.